Record 1
C11H17NOS | ωB97M-V with the def2-TZVPD basis set

Geometry as ORCA input:
```
! wB97M-V def2-TZVPD RIJCOSX def2/J DEFGRID3
* xyz 0 3
C -3.4319 -1.6255 -1.8213
C -3.0557 -0.9781 -0.7300
C 4.0226 -0.4222 -0.6223
C 1.8804 -0.2315 0.1371
C 0.6609 -0.5684 0.6428
C 3.0058 -1.1187 -0.0128
C -0.5013 0.2174 0.7555
C -3.8679 -0.2575 -1.7293
C 2.9249 -2.5018 0.2987
C -0.0320 2.6050 0.6338
C -0.7269 1.4159 -0.0803
N -3.0846 0.0308 1.6855
O -1.8173 -2.0674 1.3361
S -1.9543 -0.7765 0.7204
H -3.6264 -2.4664 -2.3418
H 4.8899 -1.0569 -0.7906
H 3.8945 0.6700 -0.5683
H 1.8894 0.7425 -0.2944
H 0.4745 -1.5652 0.8975
H -3.3851 0.4608 -2.4142
H -4.7806 0.1835 -1.3601
H 3.0583 -2.6775 1.4026
H 3.7699 -3.0549 -0.1149
H 2.0549 -3.0103 0.0319
H 0.5617 3.3401 0.0540
H 0.8708 2.1405 1.2571
H -0.6529 3.1663 1.3181
H -0.6106 1.4864 -1.1016
H -1.7678 1.7036 -0.1550
H -2.5381 0.6742 2.2262
H -3.4415 -0.7820 2.2691
*
```

Its calculated total energy is -957.135158 hartree. The strongest force on any atom comes out at 5.0 eV Å⁻¹. The value obtained for the LUMO energy (alpha / beta) is 0.6458 / -1.8344 eV. The highest occupied orbital energy (alpha / beta) comes out at -4.885 / -8.425 eV.

---

Record 2
CH10N2O3 | ωB97M-V with the def2-TZVPD basis set

Geometry as ORCA input:
```
! wB97M-V def2-TZVPD RIJCOSX def2/J DEFGRID3
* xyz 0 1
H -2.6132 -1.7499 -1.4663
N -1.9283 -1.0402 -1.2180
C -2.1668 -0.6906 -0.0270
N -1.3786 0.2745 0.5848
H -2.9696 -1.0198 0.6089
H -1.8248 1.0499 1.0416
H -0.4249 0.1875 0.8967
O 2.7196 1.1086 0.1308
H 1.9481 0.8589 -0.4334
H 3.1714 1.7712 -0.4048
O 0.5970 0.1683 -1.5707
H -0.2517 -0.2784 -1.4460
H 0.4294 0.9990 -2.0190
O 1.2000 -0.6113 1.6463
H 1.7722 -1.2250 2.1223
H 1.7202 0.1974 1.5539
*
```

Its calculated total energy is -379.314730 hartree. The strongest force on any atom comes out at 1.8 eV Å⁻¹. For the relative energy (zero: lowest compared OMol25 entry of this formula, charge and spin), the calculation gives 86.6 kJ/mol. The value obtained for the LUMO energy is 0.9103 eV. The highest occupied orbital energy comes out at -9.281 eV.

---

Record 3
C27H44Ge2IrO7P | ωB97M-V with the def2-TZVPD basis set

Geometry as ORCA input:
```
! wB97M-V def2-TZVPD RIJCOSX def2/J DEFGRID3
* xyz 2 5
Ir 0.2926 -0.0741 -0.5427
C 1.9037 1.9344 2.7972
C 1.9933 0.4968 2.3094
C 2.6487 -0.4239 3.3162
O 0.6399 0.0488 2.0010
C 2.8081 0.5254 1.0177
O 3.9978 0.6411 1.0265
O 2.0854 0.4883 -0.1179
H 1.2814 1.9890 3.6966
H 1.4784 2.5827 2.0221
H 2.9000 2.2980 3.0414
H 2.1257 -0.3827 4.2763
H 3.6805 -0.1190 3.4680
H 2.6550 -1.4581 2.9577
H 0.4939 -0.8100 2.4151
C 0.8356 -4.1855 -3.0256
C 1.0161 -3.2078 -1.8805
C 0.2455 -3.6394 -0.6418
C 2.4779 -2.9752 -1.5726
O 0.5263 -1.8433 -2.3098
P -1.0100 -1.4721 -2.6128
O -1.8854 -2.5219 -3.1164
O -1.4543 -0.8231 -1.2281
O -0.8833 -0.1488 -3.4867
C -0.3014 -0.0212 -4.8694
C -1.1499 1.0501 -5.5211
C 1.1384 0.4335 -4.6988
C -0.3920 -1.3237 -5.6523
H 1.1367 -5.1748 -2.6777
H 1.4742 -3.9166 -3.8691
H -0.2022 -4.2349 -3.3527
H 0.6872 -4.5470 -0.2309
H -0.8033 -3.8384 -0.8757
H 0.2914 -2.8636 0.1349
H 2.9550 -3.9285 -1.3421
H 2.6082 -2.3053 -0.7159
H 2.9838 -2.5365 -2.4337
H -1.0977 1.9820 -4.9516
H -2.1910 0.7259 -5.5922
H -0.7812 1.2442 -6.5280
H 1.1877 1.4728 -4.3636
H 1.6560 0.3587 -5.6563
H 1.6634 -0.1952 -3.9784
H -1.4089 -1.7189 -5.6649
H 0.2708 -2.0905 -5.2442
H -0.0823 -1.1254 -6.6786
C -3.8663 -0.3690 -3.2038
Ge -3.4894 0.8369 -1.7700
C -3.9180 0.3610 0.0432
C -3.9479 2.6675 -2.2662
Ge -0.9376 1.9425 -1.2276
C -1.3631 3.0430 0.3954
C -1.6191 4.4263 0.2704
C -1.8922 5.2855 1.4306
C -1.8856 4.7611 2.6878
C -1.6169 3.3937 2.8281
C -1.3703 2.5326 1.6661
C 0.0346 3.1886 -2.3250
C 1.4206 3.1812 -2.1599
C 2.1852 4.1409 -2.8145
C 1.5743 5.0818 -3.6352
C 0.1934 5.0784 -3.8056
C -0.5822 4.1291 -3.1540
H -4.9564 -0.4794 -3.1840
H -3.3919 -1.3420 -3.0762
H -3.5649 0.0774 -4.1486
H -4.9894 0.1393 0.0634
H -3.7144 1.1905 0.7175
H -3.3611 -0.5244 0.3417
H -5.0444 2.6691 -2.3381
H -3.5383 2.9125 -3.2453
H -3.6477 3.4075 -1.5274
H -1.5825 4.8914 -0.7114
H -2.0748 6.3447 1.2828
H -2.0686 5.3837 3.5537
H -1.6029 2.9548 3.8216
H -1.1741 1.4784 1.8286
H 1.9095 2.4392 -1.5379
H 3.2621 4.1401 -2.6903
H 2.1773 5.8161 -4.1541
H -0.2797 5.8117 -4.4470
H -1.6555 4.1224 -3.3087
*
```

Its calculated total energy is -6180.829105 hartree. The strongest force on any atom comes out at 2.8 eV Å⁻¹. For the relative energy (zero: lowest compared OMol25 entry of this formula, charge and spin), the calculation gives 14.1 kJ/mol. The value obtained for the LUMO energy (alpha / beta) is -6.2751 / -10.8183 eV. The highest occupied orbital energy (alpha / beta) comes out at -14.416 / -14.346 eV.

---

Record 4
C3H4O3 | ωB97M-V with the def2-TZVPD basis set

Geometry as ORCA input:
```
! wB97M-V def2-TZVPD RIJCOSX def2/J DEFGRID3
* xyz 0 1
O -1.1156 -1.2708 -0.9842
C -1.2961 -0.4923 -0.0853
C -0.4544 0.7532 0.1275
O 0.7800 0.6874 -0.5677
C 1.5987 -0.2821 -0.1251
O 1.3597 -1.0203 0.7933
H -2.1138 -0.6249 0.6513
H -0.9829 1.6171 -0.2873
H -0.2963 0.9134 1.1989
H 2.5206 -0.2805 -0.7215
*
```

Its calculated total energy is -342.415670 hartree. The strongest force on any atom comes out at 0.6 eV Å⁻¹. For the relative energy (zero: lowest compared OMol25 entry of this formula, charge and spin), the calculation gives 105.7 kJ/mol. The value obtained for the LUMO energy is 0.8566 eV. The highest occupied orbital energy comes out at -10.304 eV.

---

Record 5
C27H26BrHfN3OS2 | ωB97M-V with the def2-TZVPD basis set

Geometry as ORCA input:
```
! wB97M-V def2-TZVPD RIJCOSX def2/J DEFGRID3
* xyz 0 1
Hf 0.1986 -0.2349 0.2165
S 0.8983 0.6204 2.4980
C 0.9810 2.3540 2.2026
C 0.8777 3.2176 3.2940
C 0.8934 4.5927 3.1298
C 0.7630 5.4439 4.2832
N 0.6440 6.1123 5.2096
C 1.0212 5.1345 1.8438
C 1.1480 4.2839 0.7568
C 1.1395 2.8993 0.9176
S 1.3536 1.8881 -0.5133
C 1.0214 6.5575 1.6321
N 1.0086 7.6924 1.4543
H 0.7664 2.8031 4.2869
H 1.2572 4.7060 -0.2331
C -2.2139 1.8957 -0.5844
N -1.9435 1.1086 0.6360
C -2.0918 2.0164 1.7918
C -2.9880 0.0641 0.7804
C -2.8743 -0.9710 -0.3008
C -4.0066 -1.6010 -0.8025
C -3.8736 -2.5770 -1.7780
C -2.6098 -2.9133 -2.2441
C -1.4925 -2.2642 -1.7356
C -1.5850 -1.2648 -0.7556
H -3.2187 2.3300 -0.5290
H -2.1552 1.2594 -1.4653
H -1.4761 2.6905 -0.6707
H -3.1377 2.3319 1.8727
H -1.4744 2.8990 1.6518
H -1.7889 1.5088 2.7042
H -3.9779 0.5386 0.7822
H -2.8510 -0.3889 1.7676
H -4.9905 -1.3310 -0.4348
H -4.7510 -3.0727 -2.1735
H -2.4989 -3.6795 -3.0018
H -0.5189 -2.5644 -2.1091
Br 3.4862 -6.0439 2.1626
C 2.5700 -4.4648 1.6682
C 3.2243 -3.2447 1.7494
C 2.5411 -2.0948 1.3836
C 1.2176 -2.1163 0.9126
C 0.6012 -3.3745 0.8654
C 1.2582 -4.5431 1.2383
H 4.2454 -3.1987 2.1036
H 3.0653 -1.1481 1.4744
H -0.4222 -3.4661 0.5168
H 0.7581 -5.5013 1.1932
C 1.2282 -1.1570 -4.0230
C 2.5663 -1.6039 -3.4386
C 2.2778 -1.7069 -1.9515
O 1.1916 -0.7512 -1.7076
C 0.7415 -0.1810 -2.9750
H 0.5393 -1.9980 -4.1126
H 1.3253 -0.6832 -4.9980
H 3.3332 -0.8525 -3.6306
H 2.9111 -2.5553 -3.8389
H 3.1149 -1.4300 -1.3175
H 1.9207 -2.6902 -1.6500
H 1.1929 0.8045 -3.0862
H -0.3420 -0.0852 -2.9188
*
```

Its calculated total energy is -4702.433613 hartree. The strongest force on any atom comes out at 0.5 eV Å⁻¹. The value obtained for the LUMO energy is -0.2665 eV. The highest occupied orbital energy comes out at -8.379 eV.

---

Record 6
C21H14IrN4O5S3 | ωB97M-V with the def2-TZVPD basis set

Geometry as ORCA input:
```
! wB97M-V def2-TZVPD RIJCOSX def2/J DEFGRID3
* xyz -1 1
Ir -0.0905 0.0637 0.1213
S -1.0892 1.8740 1.0950
C -2.4535 1.2262 1.9727
C -3.1998 2.0583 2.8176
C -4.2896 1.5604 3.4984
C -4.6505 0.2186 3.3482
C -3.9134 -0.6071 2.5282
C -2.8046 -0.1124 1.8269
S -1.9020 -1.1715 0.7704
H -2.8931 3.0911 2.9334
H -4.8559 2.2048 4.1586
H -5.5051 -0.1744 3.8843
H -4.1656 -1.6557 2.4225
O 2.6599 -1.8804 -2.2036
C 1.9168 -1.1225 -1.6099
O 0.7603 -1.4094 -1.1121
C 2.3559 0.3207 -1.4060
C 3.5315 0.8015 -1.9493
C 3.8819 2.1219 -1.7300
C 3.0468 2.9136 -0.9553
C 1.8888 2.3648 -0.4404
N 1.5427 1.0946 -0.6721
H 4.1324 0.1155 -2.5293
H 4.7900 2.5307 -2.1532
H 3.2845 3.9470 -0.7473
H 1.2106 2.9423 0.1745
O 5.6132 0.0017 8.8603
S 4.2302 -0.1505 8.4537
O 3.6053 1.0578 7.9527
O 3.4022 -0.9493 9.3427
C 4.3259 -1.2532 6.9959
N 5.1227 -2.3276 7.1010
C 5.1424 -3.1151 6.0368
C 4.3894 -2.8675 4.8989
C 3.5844 -1.7451 4.8979
N 3.5620 -0.9361 5.9540
C 2.7132 -1.3384 3.7630
C 2.5520 -2.0979 2.6113
C 1.7369 -1.6466 1.5950
N 1.0907 -0.4748 1.6689
C 1.2266 0.2672 2.7808
C 2.0157 -0.1374 3.8357
H 5.7942 -3.9808 6.1034
H 4.4466 -3.5320 4.0466
H 3.0494 -3.0494 2.4912
H 1.5857 -2.2228 0.6941
H 0.6877 1.2002 2.8031
H 2.1090 0.4743 4.7237
*
```

Its calculated total energy is -2702.964625 hartree. The strongest force on any atom comes out at 1.3 eV Å⁻¹. For the relative energy (zero: lowest compared OMol25 entry of this formula, charge and spin), the calculation gives 0.0 kJ/mol. The value obtained for the LUMO energy is 1.0400 eV. The highest occupied orbital energy comes out at -5.567 eV.